Molecular formula: C37H102N9O10
Method: DFT, the ωB97M-V functional and the def2-TZVPD basis

The geometry in ORCA input format:
```
! wB97M-V def2-TZVPD RIJCOSX def2/J DEFGRID3
* xyz 0 2
C -0.2487 0.4515 0.0498
O -0.1553 -0.5027 1.1042
H 0.7046 0.9291 -0.1764
H -0.6660 0.1115 -0.8980
H -0.9156 1.2643 0.3375
C 3.3865 -1.0438 6.8667
C 2.5239 -1.2284 5.6166
C 3.3786 -1.3831 4.3413
O 2.4550 -1.3268 3.2866
C 2.9638 -0.7036 2.0757
N 1.6325 -2.2862 5.7561
H 3.8511 -0.0617 6.9536
H 4.1907 -1.7761 6.9377
H 2.7869 -1.0371 7.7769
H 1.9551 -0.3141 5.4473
H 3.8540 -2.3639 4.3325
H 4.0995 -0.5661 4.3089
H 2.7770 0.3647 2.1850
H 2.3271 -1.0500 1.2616
H 3.9886 -0.8088 1.7195
H 2.0889 -3.1256 6.0837
H 1.1784 -2.0788 6.6341
C 3.8560 -5.5059 2.7121
C 2.7233 -4.5653 2.5992
C 1.9757 -4.8065 1.2794
O 1.0281 -3.7126 1.1202
C 0.6774 -3.4962 -0.2351
N 1.8397 -4.7560 3.6943
H 4.5498 -5.2103 3.4991
H 4.4690 -5.4275 1.8142
H 3.6040 -6.5178 3.0293
H 3.1031 -3.5530 2.7379
H 1.5826 -5.8227 1.3107
H 2.6216 -4.8389 0.4020
H 0.3291 -4.3693 -0.7870
H 1.4466 -3.0654 -0.8761
H -0.1995 -2.8499 -0.2725
H 2.3438 -4.7768 4.5693
H 1.4523 -5.6749 3.5341
C 0.2790 3.1762 2.8691
C 0.9643 2.3412 3.9148
C 0.7336 2.7955 5.3751
O 1.3305 4.1685 5.4925
C 0.7297 5.0673 6.4504
N 0.2863 1.0480 3.7438
H 0.5127 2.7943 1.8753
H 0.6920 4.1824 2.9413
H -0.8016 3.2558 2.9872
H 2.0234 2.3383 3.6573
H 1.1540 2.0308 6.0282
H -0.3422 2.8602 5.5377
H 1.3580 5.9548 6.3758
H 0.6824 4.6991 7.4752
H -0.2789 5.2060 6.0611
H -0.6461 1.1360 4.1219
H 0.0568 0.9945 2.7616
C 4.5485 5.7087 -3.0164
C 3.4423 4.7302 -2.5034
C 2.8704 5.0922 -1.1355
O 3.6723 4.6190 -0.0615
C 3.4305 3.2833 0.2797
N 2.4428 4.6414 -3.5597
H 5.0750 5.3487 -3.9003
H 5.3839 5.8967 -2.3421
H 4.0731 6.6383 -3.3294
H 3.9058 3.7437 -2.4896
H 1.8465 4.7522 -0.9801
H 2.8726 6.1775 -1.0343
H 4.0916 3.0271 1.1077
H 3.6511 2.6426 -0.5741
H 2.4031 3.1199 0.6050
H 2.0924 5.5263 -3.8979
H 2.9143 4.2812 -4.3770
C 2.4464 0.4550 -5.2870
C 1.9102 -0.1418 -4.0081
C 2.9856 -0.8133 -3.1668
O 3.7240 0.1700 -2.4246
C 4.4967 -0.3766 -1.4296
N 1.1496 0.9138 -3.2657
H 1.6834 1.0545 -5.7835
H 2.7406 -0.2707 -6.0452
H 3.2957 1.1110 -5.0960
H 1.2030 -0.9394 -4.2356
H 3.7004 -1.2697 -3.8514
H 2.5826 -1.5710 -2.4948
H 4.7579 0.4839 -0.8137
H 5.3862 -0.9216 -1.7457
H 3.8607 -0.9808 -0.7827
H 0.7743 0.5534 -2.4001
H 1.8922 1.5652 -3.0552
C -2.2744 2.5568 -4.0430
C -1.1747 3.6084 -3.8864
C -1.0309 4.0626 -2.4751
O -2.2700 4.2419 -1.8134
C -2.1387 4.7124 -0.4724
N 0.0565 3.0706 -4.4309
H -3.2879 2.8585 -3.7785
H -1.9697 1.7091 -3.4294
H -2.3953 2.3893 -5.1133
H -1.3284 4.5029 -4.4900
H -0.3223 4.8905 -2.4571
H -0.5253 3.2698 -1.9238
H -1.4675 4.0729 0.1009
H -3.1030 4.5913 0.0211
H -1.7179 5.7151 -0.3966
H 0.3544 2.2597 -3.9075
H 0.8378 3.6465 -4.1519
C -2.2449 -7.0103 1.7141
C -1.7478 -5.5688 1.7029
C -2.7213 -4.5070 1.1690
O -2.1976 -3.2032 1.3527
C -3.1170 -2.2431 0.8470
N -1.4816 -5.3418 3.0957
H -2.6369 -7.1689 0.7095
H -3.0767 -7.1993 2.3926
H -1.4500 -7.7521 1.7920
H -0.7386 -5.5163 1.2944
H -3.6382 -4.7125 1.7213
H -3.0467 -4.7683 0.1620
H -4.0441 -2.1832 1.4170
H -3.4682 -2.3916 -0.1742
H -2.7547 -1.2151 0.8430
H -2.3231 -5.5553 3.6118
H -0.8259 -6.0717 3.3354
C -3.7610 -2.3944 -7.0603
C -2.2605 -2.1915 -6.8791
C -1.8946 -1.3771 -5.5685
O -2.3077 -2.0885 -4.4487
C -1.8245 -1.4915 -3.2362
N -1.5599 -3.5079 -6.9398
H -4.1157 -3.0054 -6.2302
H -4.1001 -2.8594 -7.9860
H -4.2484 -1.4195 -7.0568
H -1.8706 -1.5928 -7.7023
H -2.4756 -0.4556 -5.6076
H -0.8185 -1.2222 -5.4915
H -1.9452 -0.4082 -3.2338
H -0.7821 -1.7794 -3.0998
H -2.3860 -1.9848 -2.4429
H -1.9658 -4.0207 -6.1702
H -0.5907 -3.3386 -6.7117
C -3.9428 1.3420 -0.3894
C -5.0803 0.9020 0.4646
C -6.0077 2.1271 0.8169
O -7.3265 1.7584 1.2282
C -7.3826 1.0881 2.5117
N -5.8464 -0.0935 -0.2771
H -3.3830 0.4621 -0.7065
H -3.2179 2.0137 0.0704
H -4.2875 1.9275 -1.2417
H -4.7237 0.4845 1.4061
H -6.0816 2.7784 -0.0540
H -5.5177 2.7608 1.5561
H -6.9549 0.0884 2.4359
H -8.3811 1.0377 2.9461
H -6.7844 1.6417 3.2354
H -5.7430 0.1088 -1.2612
H -6.7605 0.1460 0.0795
*
```

Output
Expectation value of S² = 0.754
DFT total energy = -2715.68478 Eh
HOMO energy (alpha / beta) = -8.19 / -8.19 eV
LUMO (alpha / beta) = 0.58 / -1.55 eV

=====

Molecular formula: C37H103ClNO15
Method: DFT, the ωB97M-V functional and the def2-TZVPD basis

The geometry in ORCA input format:
```
! wB97M-V def2-TZVPD RIJCOSX def2/J DEFGRID3
* xyz 1 1
Cl -1.2208 -2.6080 -1.7907
C -2.9868 -2.7931 -1.6933
C -3.6656 -2.3393 -2.9966
C -4.7599 -3.2542 -3.5287
N -6.0810 -2.9258 -2.9782
C -7.0431 -2.3110 -3.5700
C -8.1795 -1.9820 -2.6709
C -7.4949 -2.1305 -1.2947
C -6.4899 -3.2331 -1.5675
H -3.1796 -3.8416 -1.4430
H -3.2911 -2.1703 -0.8441
H -2.9076 -2.2359 -3.7791
H -4.0962 -1.3344 -2.8508
H -4.5807 -4.3095 -3.2897
H -4.8618 -3.1747 -4.6160
H -6.9490 -2.0423 -4.6250
H -8.9651 -2.7447 -2.8156
H -8.6081 -1.0064 -2.9054
H -8.1590 -2.3205 -0.4526
H -6.9636 -1.1819 -1.1247
H -6.9960 -4.2082 -1.6253
H -5.6253 -3.3245 -0.9087
C -1.6553 -1.0951 2.1772
C -2.8946 -0.4333 1.6163
O -2.5860 0.6023 0.6841
H -1.0279 -0.3513 2.6660
H -1.9104 -1.8556 2.9161
H -1.0861 -1.5765 1.3763
H -3.4705 0.0536 2.4021
H -3.5545 -1.1803 1.1500
H -2.0961 0.2234 -0.0511
C 3.7173 -1.5553 -2.2345
C 2.7582 -1.1414 -3.3252
O 1.7102 -2.0827 -3.5839
H 4.2000 -2.5053 -2.4619
H 4.4932 -0.8021 -2.0890
H 3.1828 -1.6753 -1.2880
H 3.2609 -1.0249 -4.2860
H 2.3161 -0.1723 -3.0739
H 1.2801 -2.2706 -2.7463
C 0.4128 1.5803 -3.3702
C -0.5047 1.8201 -2.1922
O -1.8184 1.2831 -2.4258
H 0.0042 2.0677 -4.2562
H 1.4155 1.9644 -3.1900
H 0.5015 0.5105 -3.5825
H -0.6668 2.8801 -2.0173
H -0.0888 1.3904 -1.2743
H -1.6469 0.3424 -2.5255
C -1.1109 3.9594 0.5747
C -2.1147 3.8759 1.7019
O -3.2844 3.1690 1.2937
H -1.5362 4.4792 -0.2851
H -0.1846 4.4567 0.8644
H -0.8856 2.9365 0.2741
H -2.4612 4.8540 2.0368
H -1.6623 3.3706 2.5613
H -3.0202 2.2880 0.9913
C 2.2803 2.8619 -6.5900
C 3.4127 3.0498 -5.6004
O 3.5641 1.8533 -4.8285
H 1.3786 2.6096 -6.0324
H 2.0685 3.7363 -7.2060
H 2.5014 2.0340 -7.2678
H 3.1826 3.8392 -4.8843
H 4.3494 3.3159 -6.0973
H 3.7915 1.1567 -5.4490
C -2.9598 2.2535 4.5704
C -2.2479 1.2042 5.4013
O -0.9745 0.8337 4.8846
H -3.0938 1.9128 3.5429
H -3.9400 2.4964 4.9812
H -2.3791 3.1760 4.5336
H -2.8216 0.2761 5.4240
H -2.1494 1.5497 6.4361
H -0.4092 1.6131 4.8858
C 4.9239 0.3897 -1.4933
C 3.4720 0.5088 -1.0864
O 2.9892 1.8492 -1.1561
H 5.5637 1.0021 -0.8572
H 5.2546 -0.6481 -1.4328
H 5.0361 0.7378 -2.5240
H 3.3186 0.1923 -0.0546
H 2.8606 -0.1404 -1.7244
H 3.1353 2.1482 -2.0598
C -7.1398 5.4030 0.6948
C -6.0162 5.7760 1.6437
O -5.4446 4.6635 2.3093
H -7.9237 4.8687 1.2328
H -7.5760 6.2905 0.2347
H -6.7664 4.7577 -0.1046
H -6.3922 6.4187 2.4418
H -5.2451 6.3387 1.1029
H -5.0448 4.0678 1.6606
C 4.9016 -5.9791 -1.0504
C 4.2066 -5.4710 0.1958
O 3.2639 -4.4348 -0.0803
H 5.3934 -5.1571 -1.5700
H 5.6505 -6.7306 -0.7985
H 4.1809 -6.4416 -1.7302
H 4.9199 -5.0156 0.8846
H 3.7260 -6.2957 0.7333
H 2.6170 -4.7874 -0.6956
C -6.9454 -6.4396 -6.1381
C -6.0012 -7.1537 -5.1959
O -5.6707 -6.3658 -4.0408
H -6.5133 -5.4954 -6.4733
H -7.1483 -7.0510 -7.0171
H -7.9041 -6.2378 -5.6526
H -5.0439 -7.3510 -5.6752
H -6.4193 -8.1136 -4.8845
H -6.4937 -6.2312 -3.5635
C 8.5245 -2.3362 0.2727
C 7.5631 -2.0944 -0.8708
O 6.6080 -3.1423 -1.0325
H 9.0578 -3.2767 0.1302
H 9.2589 -1.5331 0.3476
H 8.0003 -2.3819 1.2297
H 8.0864 -2.0521 -1.8263
H 7.0513 -1.1346 -0.7321
H 6.0981 -3.2079 -0.2206
C 8.3218 -1.9621 5.5759
C 9.4526 -2.3917 4.6626
O 9.4304 -1.7308 3.4022
H 7.3581 -2.1366 5.0966
H 8.3497 -2.5170 6.5144
H 8.3995 -0.8990 5.8165
H 9.3703 -3.4511 4.4194
H 10.4171 -2.2442 5.1596
H 9.5226 -0.7877 3.5571
C 7.0000 -3.6656 1.5618
C 6.4727 -2.3390 1.0514
O 5.2723 -2.4750 0.2984
H 7.1694 -4.3517 0.7300
H 7.9397 -3.5263 2.0984
H 6.2886 -4.1273 2.2508
H 7.1818 -1.8838 0.3594
H 6.3307 -1.6399 1.8822
H 4.6002 -2.8595 0.8660
C -4.3312 7.9242 4.8316
C -5.3554 7.7062 5.9267
O -6.5428 7.0940 5.4385
H -4.7589 8.5343 4.0355
H -3.4337 8.4177 5.2066
H -4.0399 6.9601 4.4055
H -5.6809 8.6547 6.3537
H -4.9213 7.1125 6.7392
H -6.3093 6.2406 5.0623
C 0.8045 5.5509 4.0640
C 0.3073 4.2245 4.5998
O 1.2468 3.5266 5.4074
H 1.7195 5.4071 3.4894
H 0.0552 6.0142 3.4206
H 1.0156 6.2430 4.8822
H 0.1021 3.5408 3.7728
H -0.6260 4.3709 5.1555
H 1.4626 4.0664 6.1714
*
```

Output
DFT total energy = -3114.21290 Eh
HOMO energy = -10.09 eV
LUMO = -4.01 eV

=====

Molecular formula: C37H103N9O10
Method: DFT, the ωB97M-V functional and the def2-TZVPD basis

The geometry in ORCA input format:
```
! wB97M-V def2-TZVPD RIJCOSX def2/J DEFGRID3
* xyz 0 1
C -0.3189 0.4804 -0.9921
O 0.5750 -0.2691 -0.1816
H -0.3900 0.2357 -2.0519
H -1.2763 0.6611 -0.5033
H 0.1283 1.4744 -0.9830
H 0.2198 -0.2346 0.7096
C -7.1020 -2.4548 2.8342
C -5.6898 -2.6985 2.4073
C -5.3488 -2.0069 1.1147
O -4.0156 -2.3244 0.7621
C -3.4864 -1.3089 -0.1597
N -4.8606 -2.1409 3.4905
H -7.2140 -2.9349 3.8063
H -7.7798 -2.9088 2.1112
H -7.3523 -1.4321 3.1163
H -5.4739 -3.7524 2.2318
H -5.3846 -0.9185 1.1597
H -6.1578 -2.3532 0.4715
H -3.2029 -0.3844 0.3434
H -4.2432 -1.1688 -0.9316
H -2.5652 -1.5574 -0.6865
H -4.9248 -2.7669 4.2805
H -3.9377 -2.1825 3.0822
C 0.1435 2.4021 3.9980
C 0.2350 1.9200 2.5465
C 1.5795 2.3553 1.9264
O 1.7816 3.7855 1.8050
C 0.9512 4.3996 0.8486
N -0.0268 0.5098 2.4408
H 0.0552 3.4876 3.9557
H 1.0659 2.1076 4.4985
H -0.7331 1.9966 4.5034
H -0.6496 2.3751 2.1010
H 1.7636 1.8358 0.9860
H 2.3670 1.9896 2.5854
H 1.2332 5.4523 0.8658
H -0.1141 4.3233 1.0662
H 1.2796 3.9436 -0.0854
H 0.6478 0.0835 3.0599
H -0.8555 0.3587 2.9980
C -2.5107 -6.9458 -1.2736
C -3.1839 -6.0356 -0.1774
C -2.3501 -5.3591 0.9638
O -1.0962 -4.8639 0.4909
C -0.4986 -3.7554 1.1346
N -3.7529 -4.9584 -1.0085
H -1.5868 -6.4367 -1.5480
H -2.9813 -6.9958 -2.2555
H -2.1526 -7.9060 -0.9021
H -3.8864 -6.6032 0.4328
H -2.1899 -6.0894 1.7570
H -2.9695 -4.5648 1.3804
H -1.0791 -2.8424 1.2668
H 0.3836 -3.4226 0.5878
H -0.1926 -4.0501 2.1384
H -3.2206 -4.4825 -1.7228
H -4.0448 -4.2191 -0.3853
C 4.9237 -2.0863 0.5264
C 3.5725 -2.2857 -0.1138
C 3.0838 -3.7488 0.0098
O 3.9545 -4.7491 -0.4656
C 3.5819 -5.3314 -1.7074
N 2.7462 -1.4353 0.7197
H 5.5623 -2.6623 -0.1433
H 4.9896 -2.5526 1.5094
H 5.3291 -1.0748 0.4985
H 3.7192 -2.1333 -1.1831
H 2.0939 -3.8320 -0.4389
H 3.1539 -3.8586 1.0920
H 3.2692 -4.5198 -2.3643
H 2.7978 -6.0654 -1.5212
H 4.4968 -5.6628 -2.1983
H 1.7631 -1.4130 0.4892
H 3.0770 -0.5610 0.3372
C -1.9653 6.4420 -1.7592
C -1.8989 5.5189 -2.9852
C -0.9170 4.3641 -2.6252
O -0.8928 3.5013 -3.7794
C 0.2293 2.6677 -3.9508
N -3.2858 5.0986 -3.2520
H -1.0004 6.8558 -1.4665
H -2.5131 5.8932 -0.9931
H -2.5794 7.3343 -1.8809
H -1.4455 6.1378 -3.7595
H -1.1994 3.7918 -1.7416
H 0.1061 4.7274 -2.5289
H 0.0939 1.8077 -3.2950
H 1.1552 3.1553 -3.6456
H 0.2660 2.1133 -4.8886
H -3.2414 4.3126 -3.8847
H -4.0689 5.6963 -3.4746
C -4.8814 3.4935 2.2391
C -3.6793 4.1050 1.5046
C -3.1856 5.4431 2.1389
O -2.0596 5.9276 1.4176
C -1.6016 7.1528 1.8864
N -2.7766 3.0303 1.0984
H -5.7727 4.0263 1.9078
H -4.8432 3.5126 3.3283
H -5.1501 2.4668 1.9903
H -4.1004 4.4193 0.5497
H -2.9133 5.1992 3.1658
H -4.0029 6.1613 2.2049
H -1.6143 7.8742 1.0694
H -0.6037 7.0835 2.3193
H -2.0995 7.5473 2.7721
H -1.9368 3.2085 1.6305
H -2.4012 3.1110 0.1643
C 3.5261 0.9195 -1.7297
C 4.4699 1.8795 -2.4838
C 5.8638 1.9788 -1.7089
O 6.4887 0.6309 -1.6652
C 7.8662 0.6173 -1.2567
N 4.7851 1.2846 -3.7654
H 2.5120 0.7425 -2.0880
H 3.3696 1.0992 -0.6661
H 3.8649 -0.1165 -1.7425
H 4.0053 2.8654 -2.4984
H 5.5892 2.2991 -0.7039
H 6.5350 2.6741 -2.2131
H 8.4350 1.0596 -2.0746
H 8.2141 -0.4063 -1.1176
H 7.8442 1.1692 -0.3170
H 5.5251 1.8208 -4.1954
H 5.1715 0.3780 -3.5442
C 4.0642 -0.2178 3.9154
C 3.4177 -1.5774 3.9105
C 3.3649 -2.4146 5.1896
O 4.5880 -3.0310 5.7238
C 5.1006 -4.0435 4.9038
N 2.0748 -1.2528 3.5132
H 4.0049 0.2802 2.9476
H 5.1285 -0.3039 4.1345
H 3.7670 0.5883 4.5861
H 4.0304 -2.0565 3.1469
H 2.6593 -3.2154 4.9683
H 3.0658 -1.8226 6.0546
H 5.2007 -3.6447 3.8943
H 4.3348 -4.8148 4.9866
H 6.0568 -4.4185 5.2689
H 2.2113 -1.1194 2.5214
H 1.5773 -2.1311 3.5486
C -3.2754 -0.6900 -4.0635
C -2.5104 -0.2929 -5.3094
C -1.0971 -0.8093 -5.4001
O -0.5229 -1.0068 -4.0673
C 0.8606 -1.3854 -4.0367
N -3.1855 -0.8251 -6.4737
H -4.3413 -0.4627 -4.0477
H -2.7319 -0.2355 -3.2351
H -3.1808 -1.7533 -3.8430
H -2.6406 0.7877 -5.3694
H -0.4736 -0.1806 -6.0357
H -1.1501 -1.8059 -5.8384
H 1.0351 -2.2830 -4.6299
H 1.1647 -1.6214 -3.0169
H 1.4100 -0.4596 -4.2076
H -4.1666 -0.9569 -6.2730
H -2.8517 -1.7767 -6.5287
*
```

Output
SMILES = COC[C@H](C)N.COC[C@H](C)N.COC[C@H](C)N.COC[C@H](C)N.COC[C@H](C)N.COC[C@H](C)N.COC[C@H](C)N.COC[C@H](C)N.COC[C@H](C)N.CO
DFT total energy = -2716.33326 Eh
HOMO energy = -8.61 eV
LUMO = 0.62 eV

=====

Look up the DFT total energy of the second one. -3114.21290 Eh

=====

Among the records above, which one has the lowest DFT total energy? C37H103ClNO15